A cluster of 7 separate species, C30H78N4O14 in total, computed with wB97M-V/def2-TZVPD.

Positions of all 126 atoms, in Å:
H 18.287 12.816 3.875
O 20.533 4.848 14.919
H 23.650 4.446 11.825
C 24.328 -1.140 8.207
H 14.813 6.468 10.444
O 18.299 10.996 2.877
H 22.593 3.870 5.054
H 19.415 10.340 4.439
H 23.652 0.099 6.521
H 22.977 7.688 3.891
H 23.072 -4.851 7.318
O 22.784 -5.576 8.996
C 14.513 3.694 10.194
N 17.180 7.458 10.661
C 24.985 2.226 7.011
C 15.573 5.744 10.336
H 18.636 8.506 2.648
H 19.615 6.288 11.019
C 19.522 10.362 3.312
H 22.035 3.198 10.878
H 20.333 4.793 5.121
C 19.587 9.030 2.581
H 19.552 5.953 8.025
O 18.717 3.704 9.340
C 22.103 4.048 10.231
O 22.737 7.277 5.617
C 23.963 -6.448 8.810
H 22.358 6.100 4.125
C 20.705 4.389 6.055
N 20.827 8.253 2.740
O 21.526 3.661 8.967
H 17.466 5.746 9.403
H 21.453 4.331 8.293
H 24.750 7.217 5.307
O 19.945 6.877 12.777
C 19.182 2.188 11.115
C 23.998 0.216 7.587
H 21.991 5.930 6.370
C 20.460 6.446 7.489
H 22.091 2.866 15.119
O 14.994 4.802 9.494
H 19.870 3.957 6.563
O 21.227 2.356 4.568
H 20.393 10.913 2.983
H 22.889 1.126 4.813
H 24.260 2.581 7.747
H 19.569 8.016 11.292
H 21.650 7.380 13.769
H 24.300 6.657 6.940
H 13.985 3.970 11.135
N 23.333 -2.127 8.099
C 21.265 7.613 12.827
H 22.293 7.261 8.092
H 22.093 5.020 13.877
H 22.700 1.648 13.039
H 23.574 5.274 9.260
H 17.862 8.134 10.223
H 21.107 8.685 12.889
N 21.338 5.418 6.878
C 21.306 7.253 8.460
H 24.171 5.609 5.596
H 17.717 3.527 11.148
H 19.286 4.203 11.186
H 21.416 6.809 9.490
H 17.597 11.524 4.691
H 21.730 -4.220 8.358
H 20.610 7.365 2.268
H 22.167 2.834 6.293
H 19.520 3.463 8.942
H 25.242 -1.444 7.719
C 21.222 4.312 13.830
H 17.655 7.837 12.624
C 24.043 6.612 5.841
H 22.828 2.112 3.297
C 20.889 7.746 4.146
H 23.649 -7.102 8.018
C 23.397 4.571 10.077
H 13.834 3.141 9.519
H 20.595 4.386 13.043
C 16.787 6.409 9.760
O 22.789 2.532 13.276
H 24.561 2.216 5.935
H 25.823 2.867 6.977
H 15.783 5.233 11.251
H 20.200 2.150 10.796
C 21.772 3.304 5.425
H 20.207 7.030 4.440
C 21.717 2.996 14.120
H 21.931 7.401 12.005
H 21.492 4.845 10.658
C 17.665 11.975 3.716
H 24.864 -5.981 8.494
H 23.160 0.606 8.125
H 19.807 5.444 14.613
H 22.705 9.728 8.631
H 24.594 -0.925 9.270
C 17.867 6.987 11.877
C 18.683 3.462 10.716
O 23.729 5.211 11.322
C 22.763 -4.508 8.387
H 19.551 1.204 12.917
C 21.908 9.344 9.251
C 22.279 1.569 4.015
H 24.633 -3.675 8.668
H 24.081 -7.047 9.694
H 21.728 0.683 3.591
C 19.321 7.009 11.701
H 19.708 9.291 1.502
C 22.267 7.168 4.481
C 23.636 -3.356 8.801
H 17.385 6.171 12.365
O 25.211 0.985 7.588
H 18.595 1.371 10.636
H 24.081 3.751 9.924
H 20.099 7.099 6.702
H 23.373 -3.299 9.933
H 15.329 3.070 10.477
O 19.035 1.940 12.552
H 21.361 10.274 9.597
O 20.967 8.440 8.704
H 20.750 8.576 4.871
H 22.418 8.901 10.142
H 20.949 2.277 14.123
H 16.635 12.261 3.550
H 16.252 6.761 8.920
H 23.218 -2.206 7.110

Calculated total energy = -2461.6117 Eh
Energy relative to the best compared isomer or geometry (same formula, charge and spin) = 855.5 kJ/mol
Orbital gap = 8.89 eV
HOMO level = -8.57 eV
Structure (SMILES) = COCCNCCOC.COCCNCCOC.COCCNCCOC.COCCNCCOC.OCCO.OCCO.OCCO

=====

A cluster of 13 separate species, C30H79BrN2O13 in total, computed with wB97M-V/def2-TZVPD.

Positions of all 125 atoms, in Å:
O 6.972 3.730 -4.625
H -1.113 -2.698 0.048
H 1.961 1.312 3.965
H -5.570 -3.410 -5.340
H 2.782 3.444 -0.897
H 0.906 -1.019 -0.975
H -2.867 6.366 -3.073
H -8.778 -5.549 1.178
C -7.553 -4.205 -5.153
H 0.138 2.417 0.444
C 1.460 3.837 -2.592
H 3.997 5.793 -1.683
H 1.696 -1.827 8.336
H 2.611 2.518 -3.832
C 1.928 -1.159 9.164
C -8.414 -6.664 -0.377
C -2.493 -6.058 -3.862
O -8.505 -6.460 1.036
H -8.529 -4.121 -5.643
H 3.086 1.197 5.335
H -4.400 -7.165 -5.267
H -4.052 -4.601 -4.158
H 3.071 -1.182 1.154
H 1.876 -0.814 6.168
O -4.463 -6.206 -5.308
H -6.416 -3.582 -6.884
H -0.693 -1.613 -2.786
C 4.828 -2.430 1.140
H -4.561 -6.019 -3.244
H 9.480 5.751 -3.552
O 4.675 -2.969 2.455
H -2.116 -5.623 -2.936
O 0.512 -0.877 4.606
H 6.745 3.714 4.844
O 2.458 0.023 8.569
O -4.633 -5.010 0.799
H -1.423 7.520 -1.460
H 0.279 -1.803 10.406
C -2.638 -4.619 2.157
H -1.999 9.255 -3.601
H 5.282 3.760 -2.792
C 1.752 2.445 -3.175
C -3.679 -4.040 1.217
C -1.030 -2.377 -2.081
H 8.554 5.892 -5.057
H -3.108 -4.991 3.070
H 1.047 -1.492 4.096
C -3.946 -5.682 -4.084
H -3.926 7.771 -2.995
O 4.832 1.840 2.777
H 7.078 5.135 -3.189
H 5.902 -2.340 0.981
O -7.670 -3.917 -3.762
N -0.999 4.161 -1.792
O 0.398 2.967 1.190
H -1.211 4.244 0.922
C -3.039 7.365 -3.481
H -7.700 -4.692 -0.888
H -9.405 -6.541 -0.829
C -1.835 2.567 2.112
H -0.485 4.200 2.532
O -1.573 8.398 -1.826
C 0.683 -0.882 9.985
H -8.118 -7.705 -0.504
H 2.689 0.633 9.276
H -7.946 -3.000 -3.666
H -5.086 -5.347 1.579
H -2.123 -5.454 1.682
H -2.091 -2.563 -2.262
H -6.833 -2.261 -5.783
H 3.648 4.998 -3.241
C -6.536 -3.312 -5.834
H -7.335 -5.918 -2.098
N 2.463 0.657 -1.441
C 2.436 0.627 4.670
C -0.793 3.584 1.688
H 4.009 2.302 2.967
H 1.520 4.523 -3.437
H -1.358 -1.016 -0.435
H 4.288 -0.693 -0.026
C 1.392 -0.139 5.459
C -0.788 -1.927 -0.650
C 5.909 2.703 3.121
C 0.087 3.967 -2.106
H -3.236 7.272 -4.550
H -1.900 -3.866 2.439
H -1.445 1.898 2.876
H 7.535 3.088 -5.067
H -6.429 -5.866 -0.576
O 4.884 3.973 -1.942
H 5.880 3.607 2.502
C 2.048 1.429 -2.180
C 7.766 4.443 -3.673
H 0.761 0.541 6.029
H 2.694 -1.641 9.780
H 0.906 -0.201 10.809
H -0.083 -0.416 9.364
H 5.940 2.177 5.210
H -2.725 3.063 2.502
C 8.921 5.194 -4.304
H -1.878 -5.707 -4.691
C 5.897 3.075 4.593
C 3.777 4.848 -2.171
C 4.146 -1.086 0.979
H -4.188 -3.191 1.687
H 4.439 -3.147 0.408
O 0.591 -1.710 -0.381
H -2.380 -7.143 -3.798
C 2.498 4.267 -1.545
H 6.818 2.157 2.874
H -3.206 -3.683 0.303
H 4.540 -0.365 1.695
H -0.473 -3.291 -2.288
C -1.835 8.248 -3.218
H -0.950 7.840 -3.720
H 2.035 5.022 -0.917
H 4.979 3.611 4.847
H -2.135 1.951 1.260
H 8.132 3.751 -2.908
H 3.061 -0.055 4.088
H 3.732 -3.074 2.610
H -7.233 -5.245 -5.209
Br 0.313 1.818 -4.330
C -7.410 -5.736 -1.028
H 9.609 4.503 -4.797

Calculated total energy = -4851.9067 Eh
Orbital gap = 9.64 eV
HOMO level = -9.69 eV

=====

A cluster of 7 separate species, C30H79ClN6O4 in total, computed with wB97M-V/def2-TZVPD.

Positions of all 120 atoms, in Å:
H 24.371 -31.402 5.287
H 14.672 -31.087 5.639
H 15.259 -33.198 11.948
H 21.460 -30.274 3.998
H 15.776 -30.323 11.319
H 17.771 -32.154 8.240
H 12.360 -30.266 6.673
H 24.303 -31.112 7.812
H 21.928 -29.994 7.508
H 18.679 -27.404 10.741
H 19.210 -27.776 7.712
H 17.423 -29.893 15.705
H 16.278 -27.763 10.056
C 14.660 -33.659 4.397
H 24.368 -37.153 9.135
H 25.894 -33.165 7.815
C 25.603 -33.816 6.991
H 24.768 -33.373 6.449
H 14.131 -34.350 3.741
C 22.279 -36.703 9.531
H 23.300 -37.124 7.789
H 16.369 -31.180 8.294
H 14.839 -28.568 7.768
H 22.012 -37.736 9.751
H 16.327 -31.656 15.249
C 23.565 -36.567 8.688
H 18.564 -25.660 6.482
H 23.768 -29.798 5.050
H 16.294 -32.731 9.046
H 20.008 -31.655 7.024
H 24.096 -29.345 7.492
N 17.255 -27.177 8.319
C 14.222 -31.474 6.553
H 16.663 -32.504 5.986
O 21.147 -33.358 11.574
C 12.731 -31.287 6.584
C 17.065 -28.193 9.435
H 25.929 -35.696 7.983
H 22.331 -36.162 10.476
H 21.523 -29.213 6.014
C 18.324 -28.315 10.259
N 21.891 -33.691 7.182
C 16.007 -31.202 11.921
N 16.100 -30.860 13.379
C 25.402 -34.765 10.382
C 21.514 -30.180 6.518
C 16.198 -32.942 6.869
N 14.724 -32.853 6.705
H 20.925 -31.893 4.471
H 25.462 -30.112 6.927
H 21.446 -34.259 6.475
N 22.352 -31.161 5.798
H 15.395 -26.244 8.511
O 21.670 -31.989 9.671
H 14.440 -32.684 3.962
H 12.468 -31.743 5.629
H 19.641 -29.958 7.379
H 16.910 -29.034 12.809
H 26.385 -33.850 6.232
C 22.660 -32.012 3.467
H 14.756 -32.373 10.539
H 18.070 -30.275 13.299
H 18.171 -29.095 11.004
C 15.967 -26.718 7.713
H 14.273 -27.457 6.546
C 16.685 -32.216 8.169
H 22.123 -32.808 6.750
H 26.245 -34.384 9.807
C 17.718 -32.786 13.995
H 23.529 -31.422 3.176
H 21.386 -36.265 9.085
C 25.095 -35.233 7.455
C 24.402 -30.308 7.082
C 21.783 -31.223 4.427
H 16.100 -25.960 6.942
H 19.576 -30.627 5.697
H 24.839 -35.846 6.591
H 12.342 -31.876 7.414
H 15.734 -28.413 6.275
H 16.941 -31.606 11.531
H 22.060 -32.249 2.589
C 24.181 -34.367 9.585
H 17.607 -26.549 5.314
H 23.029 -32.988 3.780
H 21.273 -33.500 7.957
H 17.850 -28.586 6.878
H 13.112 -33.921 5.801
C 14.892 -32.229 11.610
C 16.344 -32.020 14.222
H 18.605 -32.153 14.027
H 25.285 -34.278 11.351
C 20.097 -30.634 6.655
H 14.518 -30.927 7.448
H 19.188 -28.631 9.675
O 19.791 -31.488 10.888
C 14.202 -33.895 5.774
H 19.301 -26.893 5.576
H 17.685 -33.371 13.076
H 16.447 -34.003 6.881
H 24.320 -33.338 9.253
H 17.479 -28.191 15.036
H 25.561 -35.827 10.567
C 17.105 -29.825 13.532
H 17.861 -33.542 14.768
H 23.295 -34.334 10.218
C 18.368 -26.657 6.087
H 15.721 -33.784 4.185
Cl 20.617 -32.596 10.457
N 23.966 -35.206 8.404
H 14.527 -34.873 6.128
H 13.997 -32.049 12.207
H 15.472 -32.670 14.148
H 22.732 -34.132 7.526
C 18.212 -27.646 7.293
O 19.947 -33.482 9.564
C 17.044 -29.188 14.965
C 15.173 -27.849 7.020
H 16.697 -29.148 9.060
H 16.013 -28.994 15.261
C 23.754 -30.633 5.751

Calculated total energy = -2279.7393 Eh
Energy relative to the best compared isomer or geometry (same formula, charge and spin) = 134.2 kJ/mol
Orbital gap = 7.64 eV
HOMO level = -7.66 eV

=====

A structure of composition C30H79N5O14Sr, computed with wB97M-V/def2-TZVPD.

Positions of all 129 atoms, in Å:
H 20.252 11.371 25.560
N 14.335 4.990 26.303
H 11.724 11.050 33.217
O 16.085 8.887 29.958
H 15.058 4.760 29.521
H 19.858 9.171 30.214
C 13.210 11.329 31.641
H 10.373 8.137 24.388
H 15.277 9.212 24.141
H 18.230 7.073 30.351
H 11.150 12.943 29.049
H 21.559 9.575 24.887
H 15.652 14.027 30.173
C 16.477 8.576 33.396
O 15.486 8.192 32.468
H 15.747 8.500 31.555
H 10.130 6.887 28.623
H 9.811 6.441 26.285
C 12.047 4.138 25.702
H 16.728 13.287 25.785
H 14.497 5.599 30.990
H 13.732 9.355 31.883
H 12.379 7.945 30.154
O 19.708 9.064 26.687
H 16.619 15.542 26.090
O 17.573 5.773 28.904
H 15.205 4.641 26.700
O 14.558 13.278 31.758
H 9.996 5.526 24.773
H 13.846 5.277 24.200
H 13.237 3.567 27.372
C 11.547 7.260 29.986
N 21.580 12.277 26.889
H 9.885 9.120 29.032
H 16.179 6.852 25.541
C 12.033 5.825 30.201
H 12.076 4.209 24.610
H 12.976 12.142 25.903
H 12.650 13.875 29.123
H 13.981 3.919 30.527
H 17.430 8.084 33.174
H 20.277 10.318 31.535
O 14.343 7.710 25.291
H 18.272 9.030 28.148
H 9.471 4.727 26.275
H 15.591 9.245 25.905
H 11.132 14.563 28.482
C 10.737 8.818 28.415
C 18.938 8.338 27.609
H 9.547 8.912 26.587
H 12.500 11.826 30.974
H 22.608 10.942 24.757
C 14.666 5.360 24.906
H 12.637 12.478 33.423
H 16.221 8.270 34.410
C 13.427 3.831 26.331
H 15.363 11.405 32.107
H 13.832 2.957 25.808
C 10.538 9.227 26.930
H 21.167 9.697 27.948
H 19.199 8.939 31.823
O 13.142 5.447 29.375
H 22.786 9.769 26.111
O 17.107 14.215 27.602
H 10.638 10.314 26.898
H 12.644 11.378 27.519
N 13.168 9.906 31.236
O 12.041 13.360 27.170
H 17.082 6.004 30.943
O 11.509 8.595 26.085
C 14.849 9.034 25.128
H 11.396 3.306 25.992
H 11.202 5.136 29.997
H 22.348 11.957 27.479
C 12.949 12.286 26.981
C 15.326 6.734 24.866
H 18.249 7.672 27.102
H 20.914 12.701 27.530
C 15.666 14.001 31.269
H 13.410 10.950 33.769
H 16.793 11.889 28.529
H 19.509 7.820 28.385
H 16.604 9.661 33.352
H 16.884 6.448 28.671
C 17.212 13.080 26.743
H 18.327 15.594 26.588
C 10.136 5.491 25.858
N 15.284 11.570 27.128
O 18.400 10.514 30.694
C 14.335 12.605 27.504
C 15.365 8.514 28.975
H 17.199 10.939 27.075
O 11.490 5.350 26.206
H 19.703 10.684 27.974
H 17.766 9.964 30.207
C 17.932 6.015 30.243
O 14.328 9.144 28.567
C 11.239 8.719 24.704
H 15.610 15.042 31.591
H 13.731 9.842 30.384
C 12.732 11.446 33.071
H 12.165 8.478 24.184
C 14.202 4.936 30.179
H 14.997 11.723 30.438
H 14.331 12.707 28.600
C 14.620 11.881 31.455
H 12.245 5.712 31.267
C 17.298 15.425 26.943
H 14.725 13.585 27.208
O 15.560 7.392 28.371
H 16.607 13.566 31.620
H 18.292 12.963 26.570
H 11.547 9.449 28.792
C 22.084 10.326 25.487
H 15.649 6.985 23.853
H 15.408 4.608 24.607
C 20.386 10.138 27.307
N 11.025 7.366 28.611
C 11.768 13.677 28.512
C 16.712 11.846 27.437
H 10.764 7.446 30.728
H 11.086 9.773 24.437
H 17.152 16.248 27.646
C 19.493 9.706 31.098
C 21.023 11.068 26.275
H 14.105 9.791 25.380
H 15.002 10.701 27.577
Sr 13.275 7.149 27.362
H 18.752 5.374 30.562

Calculated total energy = -2548.2661 Eh
Orbital gap = 7.59 eV
HOMO level = -7.88 eV